Below is a 10-piece molecular cluster, FH18O9 overall at a distorted geometry, with properties calculated with ωB97M-V/def2-TZVPD.

Calculated values
Charge: -1
ΔE to the lowest compared entry with this formula, charge and spin: 34.4 kJ/mol
LUMO: 0.1218 Ha

Last column: natural (NBO) charge in e.
Geometry (Å):
1 F -0.2671 0.0959 -0.0925  -0.824
2 O 0.1549 -1.7211 -1.8165  -0.969
3 H 0.0579 -0.9721 -1.2195  0.486
4 H 0.1429 -1.3701 -2.7055  0.448
5 O -1.2961 0.8149 2.3095  -0.969
6 H -1.2461 0.4639 1.4165  0.491
7 H -1.5391 1.7349 2.1655  0.463
8 O 1.4029 1.6029 1.1315  -0.995
9 H 1.2959 1.2909 2.0195  0.460
10 H 0.6629 1.2359 0.5985  0.499
11 O 1.7969 1.2329 -1.8275  -0.968
12 H 2.0909 0.4019 -1.4475  0.482
13 H 1.0569 0.9199 -2.3695  0.451
14 O 2.9799 -1.0061 -0.8505  -0.959
15 H 3.4049 -0.3341 -0.3035  0.456
16 H 2.1789 -1.1321 -0.3215  0.498
17 O -2.5971 -0.5801 -0.9435  -0.965
18 H -1.7471 -0.2101 -0.6755  0.487
19 H -3.0921 0.1769 -0.5685  0.455
20 O 1.1749 -1.6981 0.9885  -0.935
21 H 1.6449 -1.3341 1.7045  0.451
22 H 0.5669 -0.9671 0.8645  0.496
23 O -1.1221 2.5389 -0.5435  -0.991
24 H -0.5001 3.2019 -0.2755  0.473
25 H -0.7071 1.6809 -0.5105  0.493
26 O -1.8661 -2.2131 1.2585  -0.947
27 H -1.8601 -1.6751 0.4855  0.484
28 H -2.7731 -2.1781 1.5285  0.450

Force components x, y, z for each atom (eV/Å):
-0.6 0.4 0.0
0.2 -0.9 -0.6
-0.1 0.3 0.2
0.0 0.1 -0.2
-0.4 0.3 0.6
0.2 -0.3 -0.3
0.1 0.0 0.0
0.6 0.6 -0.7
-0.5 -0.2 0.6
0.7 -0.2 0.5
-0.8 0.5 -0.9
0.6 -0.5 0.2
0.2 0.4 0.1
0.7 0.7 0.0
0.4 0.0 -0.1
-0.5 -1.0 0.2
-1.2 1.2 0.5
1.3 -0.4 -0.4
-0.5 -0.7 -0.5
-0.2 -0.7 -0.5
1.4 0.2 1.7
-1.1 0.2 -0.6
-1.6 0.8 -0.3
0.7 0.1 0.2
0.6 -0.6 0.0
0.6 -0.9 1.2
0.0 0.5 -1.2
-0.7 0.0 0.3